DFT (ωB97M-V with the def2-TZVPD basis set) results for a cluster of 2 separate species, C3H3NO2 in total.

XYZ file:
```
9
Properties=species:S:1:pos:R:3:forces:R:3:lowdin_charge:R:1
O 1.545 -0.063 -0.065 -0.1896 0.0875 -0.0102 0.129
C 0.726 0.909 -0.382 -0.0881 0.1012 -0.0780 -0.701
C 0.919 2.121 -1.071 -0.0392 -0.0841 0.1542 0.259
O -0.507 0.947 -0.264 0.2750 0.0442 -0.0414 0.056
C -1.580 -2.019 0.629 1.0273 -0.0140 0.0348 -0.001
N -0.430 -2.006 0.658 -1.1740 -0.0526 -0.0101 0.089
H 1.013 -0.825 0.259 0.0388 0.0485 -0.0102 0.060
H 0.966 2.960 -0.364 0.0045 -0.1304 -0.0411 0.038
H -2.651 -2.022 0.601 0.1454 -0.0002 0.0019 0.071
```
Forces are in eV/Å.

energy above the lowest of the compared OMol25 structures with the same formula, charge and spin = 110.3 kcal/mol
frontier orbital gap = 0.3384 Eh
DFT total energy = -8740.34615 eV
E_HOMO = -9.33 eV

=====

DFT (ωB97M-V with the def2-TZVPD basis set) results for a cluster of 2 separate species, C3H3NO2 in total.

XYZ file:
```
9
Properties=species:S:1:pos:R:3:forces:R:3:lowdin_charge:R:1
C 0.195 1.046 0.138 1.9724 -0.1515 0.3085 -0.170
C 1.087 -1.848 -0.064 0.6020 -0.3196 0.0724 0.092
C 1.412 0.614 0.046 1.5161 1.7141 -0.6758 -0.438
N -1.084 0.428 0.116 -1.8932 2.7529 -2.3959 0.030
O 2.621 0.641 -0.111 -2.4878 -0.5053 0.5573 -0.015
O -0.029 -2.021 -0.103 -0.5176 -0.5665 -0.1330 0.033
H -1.679 0.942 0.884 1.0395 -2.4611 -1.3876 0.196
H -1.569 0.790 -0.818 0.8927 -0.8914 2.2623 0.192
H -0.955 -0.592 -0.087 -1.1243 0.4285 1.3919 0.081
```
Forces are in eV/Å.

energy above the lowest of the compared OMol25 structures with the same formula, charge and spin = 118.0 kcal/mol
frontier orbital gap = 0.2786 Eh
DFT total energy = -8740.01293 eV
E_HOMO = -7.67 eV

=====

DFT (ωB97M-V with the def2-TZVPD basis set) results for the molecule C3H3NO2.

XYZ file:
```
9
Properties=species:S:1:pos:R:3:forces:R:3:lowdin_charge:R:1
C -1.484 0.072 0.073 -0.9689 1.1099 -0.7301 -0.318
C -3.337 0.085 -0.032 -0.3843 -0.3813 0.8957 -0.444
C -0.003 0.042 -0.062 -3.6069 2.4420 -0.1656 0.063
N -2.329 1.068 0.048 0.4300 0.1096 -0.0922 0.202
O -4.502 -0.039 -0.034 0.6221 0.1781 -0.3104 0.209
O -2.330 -1.013 0.023 0.7246 -0.0756 -0.0778 0.084
H 0.395 -0.202 0.805 1.9751 -1.9740 4.0673 0.051
H 0.444 0.971 -0.260 -0.0632 1.4880 -0.7053 0.093
H 0.141 -0.613 -0.797 1.2714 -2.8967 -2.8816 0.060
```
Forces are in eV/Å.

energy above the lowest of the compared OMol25 structures with the same formula, charge and spin = 46.9 kcal/mol
frontier orbital gap = 0.4109 Eh
DFT total energy = -8743.09621 eV
E_HOMO = -11.02 eV

=====

DFT (ωB97M-V with the def2-TZVPD basis set) results for the molecule C3H3NO2.

XYZ file:
```
9
Properties=species:S:1:pos:R:3:forces:R:3:lowdin_charge:R:1
O -0.873 1.014 -1.485 0.1717 1.1102 1.3005 0.154
C -0.220 0.259 -0.596 -0.7559 1.6473 -0.4582 -0.455
C 0.530 -0.783 -0.567 2.1235 -3.4961 2.1642 -0.058
N 0.828 -1.137 0.814 0.1831 0.0332 -1.6743 0.076
C 0.299 -0.192 1.512 -0.1483 -2.4615 0.0439 -0.182
O -0.291 0.675 0.631 -2.6391 3.4531 4.4959 0.082
H -1.051 0.588 -2.301 0.0060 -0.9188 -1.0487 0.107
H 0.804 -1.389 -1.344 0.7922 -1.4518 -1.5868 0.084
H 0.113 -0.460 2.691 0.2668 2.0845 -3.2365 0.193
```
Forces are in eV/Å.

energy above the lowest of the compared OMol25 structures with the same formula, charge and spin = 60.7 kcal/mol
frontier orbital gap = 0.3585 Eh
DFT total energy = -8742.49730 eV
SMILES = Oc1cnco1
E_HOMO = -9.22 eV

=====

DFT (ωB97M-V with the def2-TZVPD basis set) results for the molecule C3H3NO2.

XYZ file:
```
9
Properties=species:S:1:pos:R:3:forces:R:3:lowdin_charge:R:1
O 3.165 -1.190 0.405 -1.6848 -0.0626 0.5516 0.067
N 2.618 -0.113 0.137 4.4543 -1.2263 -0.9760 -0.378
O 3.324 0.793 -0.300 -1.1637 0.8151 0.3026 0.071
C 1.266 0.044 0.202 -4.8738 5.8554 -3.7222 -0.098
C 0.283 1.015 -0.261 5.2035 -5.2107 2.8071 0.188
C -0.129 -0.367 0.165 -1.7351 -0.0149 1.2957 -0.117
H -0.054 2.005 -0.408 -0.0477 0.6682 -0.4716 0.095
H -0.505 -0.352 1.156 -0.9397 -0.4520 1.0695 0.073
H -0.765 -1.025 -0.413 0.7871 -0.3722 -0.8568 0.099
```
Forces are in eV/Å.

energy above the lowest of the compared OMol25 structures with the same formula, charge and spin = 181.2 kcal/mol
frontier orbital gap = 0.3120 Eh
DFT total energy = -8737.27473 eV
SMILES = O=[N+]([O-])C1=CC1
E_HOMO = -10.00 eV

=====

DFT (ωB97M-V with the def2-TZVPD basis set) results for a cluster of 2 separate species, C3H3NO2 in total.

XYZ file:
```
9
Properties=species:S:1:pos:R:3:forces:R:3:lowdin_charge:R:1
C 0.977 1.666 2.324 2.4994 1.9507 0.4061 0.046
C -1.070 2.023 1.038 0.0151 -1.0335 -1.4629 -0.468
C -0.355 -0.072 -0.136 4.6419 0.9475 0.8527 -0.109
N -0.690 1.284 0.191 -0.6294 -0.7852 -0.1292 0.034
O 1.723 2.536 2.254 -1.7545 -2.0717 0.1337 0.073
O -1.400 2.878 1.729 -0.8710 1.7545 1.6841 0.150
H 0.542 0.183 -0.867 -1.5416 -1.6330 1.3593 0.119
H 0.018 -0.750 0.778 -0.8418 1.7254 -1.9448 0.121
H -1.101 -0.551 -0.672 -1.5181 -0.8546 -0.8990 0.035
```
Forces are in eV/Å.

energy above the lowest of the compared OMol25 structures with the same formula, charge and spin = 40.9 kcal/mol
frontier orbital gap = 0.4145 Eh
DFT total energy = -8743.35554 eV
E_HOMO = -10.43 eV

=====

DFT (ωB97M-V with the def2-TZVPD basis set) results for the molecule C3H3NO2.

XYZ file:
```
9
Properties=species:S:1:pos:R:3:forces:R:3:lowdin_charge:R:1
N -2.765 0.390 -0.367 0.6277 -0.1196 0.0725 0.208
C -1.635 0.174 -0.439 -1.4471 0.2584 -0.4165 -0.102
C -0.219 -0.063 -0.529 -0.2524 -0.2244 -0.7567 -0.362
O 0.313 -0.473 -1.552 -0.5544 0.3984 0.6421 0.131
C 0.566 0.104 0.716 -0.7651 0.0386 -0.3824 -0.263
O 1.857 -0.158 0.332 -0.4780 -0.8456 -2.2514 -0.082
H 0.003 -0.573 1.384 0.6969 -0.8366 0.2352 0.148
H 0.262 1.035 1.230 0.8863 0.3802 -0.5012 0.150
H 1.624 -0.474 -0.756 1.2862 0.9507 3.3585 0.172
```
Forces are in eV/Å.

energy above the lowest of the compared OMol25 structures with the same formula, charge and spin = 60.3 kcal/mol
frontier orbital gap = 0.3606 Eh
DFT total energy = -8742.51693 eV
SMILES = N#CC(=O)CO
E_HOMO = -10.90 eV

=====

DFT (ωB97M-V with the def2-TZVPD basis set) results for the molecule C3H3NO2.

XYZ file:
```
9
Properties=species:S:1:pos:R:3:forces:R:3:lowdin_charge:R:1
N -0.203 2.381 -1.531 0.3480 -1.1005 0.7592 0.169
C -0.100 1.388 -0.946 -0.0345 0.7880 -0.4128 -0.129
C -0.215 0.100 -0.249 -0.4848 0.0706 0.5330 -0.375
O -0.173 -0.972 -1.128 -0.6457 -0.6718 0.6906 0.004
C 0.539 -0.303 0.990 0.4002 -0.4517 0.4616 -0.169
O 0.492 -1.484 1.253 0.5432 0.5021 0.1250 0.067
H -1.147 0.189 0.392 -0.3245 0.0792 -1.1407 0.179
H -0.120 -1.733 -0.477 0.0680 0.5487 -1.1048 0.114
H 0.926 0.434 1.695 0.1300 0.2355 0.0889 0.141
```
Forces are in eV/Å.

energy above the lowest of the compared OMol25 structures with the same formula, charge and spin = 52.5 kcal/mol
frontier orbital gap = 0.4014 Eh
DFT total energy = -8742.85284 eV
SMILES = N#C[C@@H](O)C=O
E_HOMO = -10.91 eV